# 1
Here is a 5-piece molecular cluster, C29H49F12O14P overall in a non-equilibrium geometry from OMol25. Energies are from wB97M-V/def2-TZVPD.

Output
Kohn-Sham gap: 0.37066 hartree
E_HOMO: -9.785 eV

```
105
Properties=species:S:1:pos:R:3:forces:R:3
C -0.837 3.063 -5.658 0.23 -0.01 0.12
O -1.435 1.885 -5.159 -0.19 0.04 -0.55
C -0.714 0.698 -5.432 -0.04 -0.21 0.56
C 0.349 0.473 -4.371 0.29 0.13 -0.14
C 1.230 -0.742 -4.615 -0.12 -0.28 -0.61
C 0.561 -2.131 -4.493 0.08 0.21 0.54
C -0.595 -2.242 -3.491 0.22 -0.78 0.05
C -0.144 -2.400 -2.023 -0.60 0.40 0.08
C -0.422 -1.159 -1.144 0.38 -0.34 0.33
C 0.818 -0.629 -0.416 -0.33 0.25 -0.16
C 0.697 0.841 -0.082 0.10 -0.56 0.01
O -0.526 1.031 0.685 0.07 0.48 -0.29
P -0.702 2.421 1.406 0.53 -0.58 0.69
O -0.183 2.475 2.776 -0.06 0.22 -0.19
O -2.276 2.641 1.305 0.07 -0.11 -0.35
O -0.009 3.452 0.416 -0.48 0.12 0.00
C -0.382 4.833 0.554 0.18 0.25 -0.27
C 0.746 5.678 -0.003 0.31 -0.61 0.01
C 2.076 5.328 0.683 -0.19 0.11 -0.15
O 0.779 5.379 -1.396 -0.21 0.16 0.04
H -1.618 3.758 -5.958 -0.10 0.02 0.09
H -0.212 2.863 -6.531 -0.01 -0.08 -0.09
H -0.205 3.534 -4.901 0.00 0.09 0.04
H -0.280 0.712 -6.436 0.04 0.10 -0.09
H -1.438 -0.117 -5.392 -0.09 -0.01 -0.12
H 0.991 1.357 -4.342 0.00 0.06 0.05
H -0.156 0.411 -3.410 0.02 0.06 0.12
H 2.123 -0.697 -3.993 -0.08 0.05 0.23
H 1.601 -0.662 -5.642 0.17 0.02 0.01
H 0.254 -2.535 -5.457 -0.12 0.28 -0.14
H 1.334 -2.816 -4.140 0.01 -0.17 -0.14
H -1.319 -1.435 -3.574 0.00 0.13 -0.07
H -1.138 -3.153 -3.747 -0.05 0.01 -0.12
H 0.907 -2.685 -1.975 0.13 0.06 -0.04
H -0.699 -3.233 -1.591 0.07 -0.11 -0.01
H -0.862 -0.356 -1.732 -0.05 0.03 -0.09
H -1.160 -1.423 -0.388 -0.16 0.13 -0.02
H 0.989 -1.195 0.500 0.15 -0.10 -0.01
H 1.690 -0.732 -1.065 0.13 -0.03 0.06
H 1.555 1.169 0.505 -0.02 0.14 0.06
H 0.639 1.424 -1.000 -0.10 0.16 0.03
H -2.514 3.557 1.468 -0.24 0.14 0.24
H -1.286 5.011 -0.030 -0.06 -0.02 -0.02
H -0.553 5.092 1.601 0.05 -0.05 0.10
H 0.505 6.734 0.138 -0.14 0.06 0.11
H 2.621 4.631 0.051 0.07 -0.09 0.00
H 2.687 6.214 0.839 0.06 0.02 0.03
H 1.917 4.825 1.635 0.01 0.10 0.10
H 1.642 5.616 -1.737 0.20 0.09 -0.11
C -1.103 -8.867 -3.806 0.10 0.09 -0.18
C -0.185 -8.306 -2.744 -0.31 -0.22 0.18
O 1.031 -7.790 -3.324 0.09 0.01 0.03
C 0.960 -6.571 -3.831 -0.09 -0.18 0.10
O 0.002 -5.858 -3.856 0.02 0.23 -0.09
C 2.350 -6.170 -4.365 0.07 -0.01 -0.05
F 2.902 -7.166 -5.058 0.06 -0.10 -0.08
F 3.156 -5.881 -3.336 0.07 0.03 0.13
F 2.285 -5.104 -5.151 -0.14 0.11 -0.05
H -0.586 -9.624 -4.396 -0.01 -0.05 0.05
H -1.977 -9.322 -3.341 0.00 -0.01 0.03
H -1.442 -8.085 -4.484 -0.04 0.03 0.05
H 0.140 -9.086 -2.059 0.13 0.01 -0.04
H -0.671 -7.525 -2.162 0.04 0.10 -0.08
C -0.814 1.536 5.641 -0.06 0.05 0.51
C -0.498 0.075 5.453 -0.16 0.16 -0.43
O 0.271 -0.444 6.566 0.06 -0.08 -0.07
C -0.391 -0.812 7.647 -0.01 0.04 -0.15
O -1.570 -0.806 7.828 -0.09 -0.01 0.04
C 0.631 -1.303 8.690 -0.09 0.05 -0.09
F 1.668 -0.461 8.737 0.22 0.04 0.20
F 1.093 -2.512 8.346 0.07 -0.12 -0.03
F 0.096 -1.389 9.897 -0.07 0.02 0.11
H 0.102 2.104 5.804 0.02 0.02 -0.13
H -1.299 1.921 4.751 0.02 0.03 -0.10
H -1.467 1.695 6.501 -0.02 -0.09 -0.02
H 0.141 -0.064 4.584 0.09 -0.03 0.06
H -1.395 -0.527 5.314 0.00 -0.05 0.18
C 4.342 0.354 7.205 0.11 0.26 -0.02
C 3.725 0.259 5.827 -0.12 -0.44 0.21
O 3.644 1.551 5.188 -0.05 0.07 -0.03
C 4.738 1.980 4.587 -0.14 -0.13 0.07
O 5.792 1.423 4.508 0.14 0.01 -0.04
C 4.455 3.342 3.921 0.03 -0.05 0.06
F 3.782 4.154 4.736 -0.07 0.11 0.07
F 3.723 3.161 2.814 -0.08 -0.03 -0.13
F 5.588 3.937 3.577 0.16 0.08 -0.06
H 3.792 1.069 7.816 -0.06 -0.06 0.03
H 4.304 -0.620 7.692 -0.03 -0.02 0.00
H 5.381 0.678 7.161 0.01 -0.06 -0.08
H 2.695 -0.084 5.895 -0.02 0.13 -0.03
H 4.272 -0.432 5.186 0.10 0.12 -0.06
C -3.664 2.227 -2.952 -0.39 -0.05 0.12
C -3.782 1.939 -1.472 0.43 0.18 -0.18
O -5.159 1.753 -1.072 -0.07 0.00 0.06
C -5.663 0.551 -1.285 0.14 0.14 0.03
O -5.111 -0.395 -1.760 -0.02 -0.13 -0.04
C -7.118 0.507 -0.776 0.05 -0.03 -0.08
F -7.798 1.592 -1.151 -0.09 0.12 -0.03
F -7.128 0.450 0.560 0.00 0.01 0.17
F -7.743 -0.563 -1.244 -0.08 -0.15 -0.05
H -4.278 3.089 -3.222 0.05 0.04 0.03
H -2.631 2.434 -3.211 0.09 -0.01 -0.02
H -3.999 1.379 -3.548 0.08 -0.05 0.00
H -3.430 2.782 -0.882 -0.15 -0.06 0.00
H -3.201 1.064 -1.183 -0.09 -0.05 0.02
```
Forces are in eV/Å.

=====

# 2
Here is C5H12N2O as an isolated structure in a non-equilibrium geometry from OMol25. Energies are from wB97M-V/def2-TZVPD.

Output
Kohn-Sham gap: 0.31998 hartree
E_HOMO: -7.649 eV

```
20
Properties=species:S:1:pos:R:3:forces:R:3
C 0.640 -0.739 -0.175 1.86 2.14 1.10
C -1.554 0.216 -0.540 0.99 1.32 0.79
C -0.149 1.406 0.123 -3.94 -0.25 -1.01
C 2.012 0.564 0.499 0.44 -2.97 -0.18
C -2.906 -0.187 -0.054 -0.23 0.31 0.09
N -0.444 0.043 0.314 0.45 -0.45 -0.49
N 0.690 -2.025 0.291 0.07 0.13 -0.18
O 2.862 0.587 -0.637 0.17 0.23 -0.05
H 3.613 1.165 -0.465 -0.02 -0.06 -0.03
H 0.928 -0.633 -1.225 -0.23 -0.04 -0.01
H -1.372 0.216 -1.616 0.16 -0.11 0.10
H 0.934 -2.776 -0.333 0.04 0.06 0.45
H 0.406 -2.181 1.246 0.03 -0.26 -0.32
H -0.494 2.095 0.885 0.13 0.00 -0.08
H 0.234 1.789 -0.822 0.29 -0.23 0.19
H 2.352 -0.156 1.253 0.41 -0.05 0.04
H 2.029 1.527 1.021 -0.75 0.10 -0.35
H -3.694 0.232 -0.682 -0.02 0.00 0.07
H -3.063 0.138 0.977 -0.01 0.01 -0.07
H -3.024 -1.281 -0.063 0.16 0.11 -0.07
```
Forces are in eV/Å.

=====

# 3
Here is C57H126Cu2N10O12 as an isolated structure in a non-equilibrium geometry from OMol25. Energies are from wB97M-V/def2-TZVPD.

Output
total charge: +4
Kohn-Sham gap: 0.32564 hartree
E_HOMO: -14.556 eV

```
207
Properties=species:S:1:pos:R:3:forces:R:3
Cu 6.725 -5.783 31.341 0.01 -0.25 -0.27
Cu 9.178 -5.537 26.362 0.10 -0.30 0.10
C 7.896 -2.055 37.546 1.53 0.48 0.20
C 7.054 -0.876 37.089 -1.19 0.59 0.44
C 6.499 -0.971 35.620 0.75 0.57 1.27
N 5.470 0.059 35.291 -0.63 0.41 1.45
C 6.118 1.437 35.373 -1.52 -0.64 -0.24
C 4.290 -0.025 36.298 -0.68 1.33 0.48
C 2.965 0.072 35.473 1.15 0.56 0.52
C 3.382 -0.712 34.238 0.18 -0.43 -0.34
C 4.832 -0.256 33.948 -0.81 0.91 0.51
H 8.413 -2.436 36.692 0.59 -0.46 -0.65
H 7.387 -2.900 37.981 -0.51 0.02 0.19
H 8.717 -1.730 38.249 -1.08 -0.29 -0.57
H 7.627 0.057 37.243 -0.22 -0.43 -0.31
H 6.200 -0.820 37.808 0.49 0.22 -0.68
H 5.982 -1.888 35.475 -0.15 -1.11 -0.15
H 7.274 -0.843 34.861 0.11 -0.26 0.19
H 6.406 1.594 36.406 0.16 0.17 -0.15
H 5.381 2.172 35.042 0.05 -0.06 0.27
H 6.928 1.453 34.678 0.74 0.00 -0.27
H 4.357 0.767 37.087 0.25 -0.50 -0.88
H 4.334 -0.967 36.854 0.08 -0.01 -0.56
H 2.632 1.101 35.237 0.59 -0.32 0.12
H 2.192 -0.319 36.131 -0.18 -0.44 -0.46
H 2.783 -0.568 33.336 -0.04 0.12 0.21
H 3.334 -1.774 34.471 0.20 -0.17 -0.09
H 4.800 0.703 33.455 -0.08 0.23 -0.42
H 5.452 -0.914 33.370 0.19 -0.53 -0.17
C 7.430 -13.547 30.253 0.00 1.66 0.44
C 6.263 -12.821 31.012 0.95 -0.78 0.39
C 6.779 -12.327 32.363 -0.88 -2.79 0.08
N 5.637 -12.201 33.359 2.21 -0.68 1.11
C 4.604 -11.320 32.927 -2.51 1.66 -1.60
C 6.293 -11.564 34.578 1.06 0.03 -0.58
C 5.814 -12.276 35.773 -0.17 -1.03 -0.47
C 5.607 -13.720 35.245 0.38 0.57 1.98
C 5.109 -13.518 33.864 -0.06 -0.81 -0.77
H 7.504 -13.319 29.205 -0.28 0.39 -0.44
H 7.285 -14.582 30.274 -0.15 -1.66 0.31
H 8.434 -13.335 30.674 -0.62 0.02 -0.02
H 5.424 -13.496 31.181 0.24 -0.47 0.06
H 5.777 -12.024 30.502 0.22 0.89 -0.74
H 7.232 -11.380 32.323 0.65 1.28 -0.25
H 7.495 -13.082 32.823 -0.87 0.95 -0.55
H 3.909 -11.122 33.770 0.78 0.29 -0.23
H 3.888 -11.799 32.210 1.06 0.20 0.16
H 5.067 -10.383 32.472 -0.81 -1.16 0.73
H 6.042 -10.539 34.567 -0.18 1.21 -0.10
H 7.379 -11.641 34.463 -0.27 -0.14 0.01
H 4.842 -11.894 36.029 -0.31 0.28 0.70
H 6.566 -12.157 36.539 -0.30 -0.18 0.56
H 4.913 -14.199 35.941 -0.09 -0.28 -0.55
H 6.524 -14.280 35.295 0.49 -0.24 -0.15
H 4.060 -13.494 33.823 -1.59 0.65 0.27
H 5.270 -14.348 33.188 0.89 0.04 -0.31
C -0.846 -2.311 26.999 0.80 -0.25 -0.88
C 0.600 -2.552 26.471 -0.12 2.32 1.58
C 1.025 -3.953 26.622 0.73 -0.46 0.28
N 2.539 -4.183 26.321 -0.66 0.58 -1.05
C 2.780 -5.618 26.473 -2.51 -0.35 0.38
C 3.422 -3.383 27.255 0.20 1.14 0.06
C 4.211 -2.355 26.391 1.30 -0.09 1.50
C 3.464 -2.233 25.084 -0.37 -2.18 1.05
C 2.968 -3.745 24.907 0.04 2.34 -1.13
H -1.559 -2.778 26.301 -0.02 0.04 0.65
H -1.017 -1.223 26.980 -0.11 -0.51 0.27
H -0.873 -2.722 28.022 -0.54 0.28 -0.45
H 1.207 -1.920 27.180 -0.21 -0.41 -0.94
H 0.730 -2.153 25.468 -0.13 -0.15 -0.08
H 0.376 -4.569 25.979 0.75 -0.34 0.22
H 0.954 -4.249 27.692 -0.19 -0.05 -0.74
H 2.293 -6.126 25.654 0.08 -0.19 -0.37
H 2.282 -5.983 27.384 0.52 0.23 -0.10
H 3.798 -5.743 26.466 2.43 -0.78 0.00
H 4.118 -4.025 27.780 -0.14 -0.31 0.05
H 2.807 -2.859 27.996 0.04 -0.40 -0.22
H 5.276 -2.716 26.364 -0.98 0.34 -0.50
H 4.241 -1.387 26.930 0.04 -0.49 -0.25
H 4.053 -1.907 24.255 0.30 0.14 -0.51
H 2.680 -1.535 25.317 -0.58 0.15 -0.63
H 3.872 -4.280 24.509 -1.09 -0.13 0.87
H 2.134 -3.775 24.159 0.52 -0.48 0.96
C 11.220 -5.001 31.845 -0.56 2.03 1.18
C 12.058 -4.264 30.814 0.12 0.26 -0.56
C 13.450 -4.919 30.815 -0.44 -0.02 0.39
C 14.488 -4.011 30.229 -0.98 0.70 -1.57
N 15.942 -4.316 30.271 0.61 -2.10 0.76
C 16.419 -4.516 31.770 -1.17 0.59 -0.67
C 16.428 -3.111 32.336 -0.22 0.29 -0.46
C 16.990 -2.345 31.152 0.12 1.95 -1.35
C 16.662 -3.101 29.801 0.05 1.63 1.49
C 16.331 -5.649 29.511 -0.11 1.50 1.48
C 16.263 -5.671 28.017 -1.32 -0.15 -0.98
C 16.275 -7.115 27.604 -1.34 -1.21 -1.98
H 11.425 -6.038 31.712 -0.43 -0.95 0.19
H 10.132 -4.728 31.889 0.87 -0.55 -0.63
H 11.560 -4.663 32.848 0.06 -0.59 -0.37
H 12.146 -3.178 30.999 -0.15 -0.41 0.12
H 11.627 -4.377 29.822 -0.04 0.15 -0.09
H 13.316 -5.939 30.477 0.49 -0.04 -0.81
H 13.676 -5.043 31.831 0.49 -0.16 1.86
H 14.349 -3.033 30.729 0.25 -0.38 -0.42
H 14.254 -3.892 29.153 0.16 0.22 0.44
H 17.382 -4.917 31.708 1.69 -0.33 -0.29
H 15.854 -5.290 32.275 -0.63 0.17 -0.11
H 17.115 -2.927 33.167 -0.36 -0.55 0.09
H 15.430 -2.790 32.610 -0.15 0.03 0.21
H 18.050 -2.337 31.296 0.82 -0.16 -0.18
H 16.778 -1.229 31.037 -0.27 -1.55 0.48
H 17.599 -3.260 29.276 -0.21 -0.67 -0.16
H 15.999 -2.458 29.203 0.20 -0.65 -0.02
H 15.704 -6.426 29.976 0.20 0.32 -0.24
H 17.368 -5.760 29.850 -0.24 -0.39 -0.27
H 17.095 -5.235 27.507 0.72 0.77 0.18
H 15.357 -5.258 27.507 0.43 0.08 1.02
H 16.344 -7.175 26.493 0.04 0.14 0.65
H 15.317 -7.648 27.814 0.70 0.42 0.28
H 17.101 -7.696 27.949 0.60 -0.32 0.60
C 9.663 -1.078 24.009 -1.80 -0.16 0.64
C 9.268 -2.043 22.858 1.00 0.49 -0.08
C 10.602 -2.590 22.250 -1.10 -0.05 1.62
C 10.907 -1.750 21.084 2.68 0.96 -0.77
N 12.414 -1.844 20.664 -1.08 0.70 0.37
C 13.194 -0.824 21.415 0.72 -0.29 -0.15
C 14.430 -0.585 20.537 0.35 0.88 1.02
C 13.951 -0.883 19.062 0.56 1.14 2.03
C 12.542 -1.401 19.252 -0.64 -0.50 -1.20
C 13.054 -3.192 20.906 -1.00 0.21 0.12
C 12.350 -4.349 20.174 0.74 -0.02 1.03
C 12.551 -5.638 21.033 0.85 1.12 -0.10
H 10.478 -0.372 23.790 -0.16 -0.34 -0.10
H 9.924 -1.721 24.907 -0.23 1.04 -0.87
H 8.728 -0.455 24.218 1.39 -0.74 0.20
H 8.719 -1.474 22.081 -0.03 -0.56 0.41
H 8.671 -2.844 23.285 -0.22 0.02 -0.27
H 10.607 -3.614 21.888 -0.52 -0.23 0.43
H 11.274 -2.546 23.139 0.19 0.09 -1.07
H 10.757 -0.672 21.120 -0.03 0.06 0.86
H 10.374 -1.975 20.200 -0.82 -1.04 -0.77
H 13.333 -1.216 22.427 0.23 0.37 -0.14
H 12.691 0.140 21.433 -0.64 -0.33 0.15
H 15.281 -1.218 20.808 -0.15 0.23 0.01
H 14.682 0.491 20.801 0.22 -1.31 -0.99
H 14.642 -1.578 18.630 0.11 -0.35 -0.49
H 14.021 0.077 18.575 -0.31 -0.09 -0.74
H 12.328 -2.299 18.637 -0.13 0.80 0.08
H 11.771 -0.614 19.089 0.56 -0.60 -0.02
H 12.998 -3.300 21.995 0.20 -0.23 -0.28
H 14.089 -3.090 20.596 0.11 -0.12 0.08
H 12.845 -4.425 19.188 -0.83 -0.26 0.27
H 11.260 -4.164 20.163 0.64 -0.07 -0.75
H 11.858 -5.593 21.895 0.48 -0.38 -0.41
H 13.608 -5.762 21.364 -0.67 0.42 0.10
H 12.421 -6.484 20.403 -0.73 -0.87 -0.28
C 12.483 -8.941 23.358 0.60 0.77 1.01
C 11.924 -10.168 24.116 1.80 0.95 1.91
C 11.063 -9.556 25.303 1.22 -0.67 -0.03
C 10.195 -10.666 25.842 0.19 0.78 -0.72
N 9.117 -10.251 26.789 -1.31 -0.23 -0.65
C 8.258 -11.501 27.053 -0.61 1.76 2.30
C 6.814 -11.001 27.087 -1.83 -1.47 0.96
C 6.845 -9.505 26.888 -0.89 0.58 1.45
C 8.096 -9.326 26.121 1.30 1.25 -2.44
C 9.567 -9.634 28.051 -0.82 -2.20 1.53
C 10.700 -10.448 28.599 0.92 -0.38 0.10
C 11.012 -10.111 30.027 0.58 0.09 0.15
H 13.218 -9.170 22.590 -0.38 -0.18 -0.36
H 13.074 -8.285 24.073 -0.68 -0.87 -0.46
H 11.686 -8.259 23.017 0.21 -0.51 -0.33
H 12.847 -10.718 24.567 -1.70 0.63 -0.76
H 11.348 -10.882 23.524 0.06 0.25 -0.12
H 10.444 -8.789 24.846 -0.07 0.28 0.24
H 11.707 -9.118 26.104 -0.41 -0.09 -0.85
H 10.819 -11.473 26.270 -0.75 0.23 -0.33
H 9.634 -10.904 24.940 0.00 -1.15 0.22
H 8.511 -11.990 28.024 0.26 0.51 -1.07
H 8.427 -12.095 26.243 0.51 -1.99 -1.91
H 6.363 -11.338 28.058 0.31 0.73 -0.68
H 6.126 -11.465 26.346 0.93 0.05 0.09
H 6.892 -9.013 27.886 0.11 -0.11 -0.76
H 5.944 -9.107 26.394 0.52 -0.19 -0.04
H 8.475 -8.248 26.061 -0.28 -1.55 0.27
H 7.996 -9.700 25.031 0.06 0.52 1.66
H 8.744 -9.857 28.791 0.49 1.18 -0.83
H 9.799 -8.606 27.893 0.08 0.77 0.04
H 11.614 -10.316 28.034 0.24 0.21 -0.31
H 10.509 -11.530 28.539 -0.24 0.26 -0.01
H 11.873 -10.702 30.334 0.08 0.26 0.24
H 10.213 -10.314 30.696 -0.97 -0.57 0.56
H 11.179 -9.054 30.181 0.50 0.39 -0.18
N 11.518 -5.788 27.580 -2.30 -0.67 -1.61
O 11.189 -4.585 27.430 0.33 -1.40 0.03
O 10.765 -6.725 26.897 1.04 2.46 1.20
O 12.402 -6.170 28.293 0.50 -0.13 0.00
N 6.800 -5.175 24.990 2.47 0.19 -0.12
O 7.266 -5.212 26.197 -1.15 -0.45 0.66
O 7.587 -4.819 24.142 1.57 0.79 -1.46
O 5.698 -5.510 24.671 -2.56 -0.64 1.06
N 6.683 -8.609 30.848 1.00 0.83 -0.93
O 6.131 -8.630 31.944 0.16 0.00 -0.45
O 6.845 -9.640 30.145 -0.21 1.52 1.02
O 7.167 -7.447 30.394 -0.87 -2.00 0.68
N 5.786 -3.375 31.035 -0.46 1.04 -0.25
O 5.713 -3.979 29.978 -0.18 -0.72 -1.27
O 6.321 -3.980 32.013 0.42 -0.39 1.06
O 5.363 -2.230 31.156 0.17 -0.08 0.51
```
Forces are in eV/Å.